13
Properties=species:S:1:pos:R:3:forces:R:3:nbo_charge:R:1 method="wB97M-V/def2-TZVPD" total_charge=+1 largest_force_ev_per_a=6.27 orbital_gap_ev=9.17
C -0.824447 0.680432 0.195694 2.60 -0.57 -5.67 -0.19
C -0.935247 -0.775741 -0.101681 1.25 1.86 -0.72 -0.19
C 1.564839 -0.278744 -0.035773 3.24 -3.43 -0.18 0.16
N 0.334008 -0.214805 0.215470 -0.55 1.53 0.77 -0.32
O 2.490876 -1.167244 1.845264 1.00 0.75 -1.44 -1.03
I 1.280866 -1.392728 3.143142 -1.28 -0.78 2.13 1.13
H -0.750053 1.415512 -0.660391 -0.37 -1.12 0.92 0.24
H -1.212095 1.082823 0.991046 -1.65 1.82 4.80 0.22
H -1.313193 -1.418777 0.591836 -1.23 -1.73 1.55 0.24
H -0.914626 -0.950244 -1.113195 -0.83 -1.19 -2.14 0.23
H 2.120656 -1.277136 -0.312397 -1.92 1.76 0.14 0.26
H 2.338073 0.469244 0.028352 -0.68 1.00 0.20 0.25
H -0.001581 -0.358294 2.951298 0.43 0.09 -0.34 0.00

***

12
Properties=species:S:1:pos:R:3:forces:R:3:nbo_charge:R:1 method="wB97M-V/def2-TZVPD" largest_force_ev_per_a=3.13 orbital_gap_ev="6.41 / 6.25"
C -0.886957 1.006869 -0.464984 0.14 2.46 0.30 -0.70
C -0.266524 -1.124236 0.455495 0.77 -3.03 -0.20 -0.72
C -0.631647 0.150371 0.699130 -1.15 1.50 -0.03 0.12
O 2.247753 0.817899 -0.840221 -1.01 1.67 -0.44 -1.09
I 2.976786 -0.748024 -0.290095 0.20 -1.77 0.79 0.65
H -1.949526 1.332154 -0.535730 0.42 -0.60 -0.04 0.24
H -0.349934 1.984968 -0.432688 -0.25 -0.56 0.51 0.27
H -0.467547 0.590899 -1.350238 -0.21 -0.61 -0.80 0.25
H 0.998314 -1.164645 0.436208 0.56 0.21 -0.07 0.24
H -0.351833 -1.455059 -0.624523 -0.06 0.21 1.38 0.27
H -0.389856 -1.913088 1.248100 -0.03 0.81 -0.85 0.26
H -0.929029 0.521890 1.699549 0.63 -0.31 -0.56 0.22

***

11
Properties=species:S:1:pos:R:3:forces:R:3:nbo_charge:R:1 method="wB97M-V/def2-TZVPD" largest_force_ev_per_a=1.29 orbital_gap_ev=11.11 smiles="C=C.C=N"
C -0.899106 -0.422366 -3.409844 1.13 0.26 0.58 -0.38
C -0.419760 0.281308 -4.427056 -1.00 -0.53 -0.58 -0.38
H -1.032066 -1.495715 -3.417015 0.08 -0.03 -0.22 0.19
H -0.913369 0.036860 -2.427532 -0.71 0.10 -0.01 0.19
H -0.221410 -0.209081 -5.374210 -0.05 0.10 -0.06 0.19
H -0.435240 1.361099 -4.441762 0.55 0.10 0.30 0.19
C 1.218177 0.169918 4.065349 -0.14 0.03 -0.45 -0.04
N 0.038254 -0.131912 3.760135 -0.40 -0.91 -0.04 -0.60
H 1.911786 -0.667050 4.065549 0.31 0.12 0.20 0.16
H 1.622043 1.169134 4.243982 -0.13 0.07 0.14 0.14
H -0.687744 0.569785 3.708488 0.36 0.69 0.15 0.34

***

11
Properties=species:S:1:pos:R:3:forces:R:3:nbo_charge:R:1 method="wB97M-V/def2-TZVPD" largest_force_ev_per_a=0.85 orbital_gap_ev=10.57 smiles=CN1CC1
C -1.175264 0.294591 0.604081 -0.11 0.04 0.21 -0.41
N -0.425034 -0.053663 -0.581299 -0.14 0.07 -0.02 -0.40
C 0.895903 0.515204 -0.537967 0.27 0.21 -0.08 -0.26
C 0.700797 -0.957491 -0.430740 0.04 -0.19 0.06 -0.27
H -0.469561 0.640814 1.396218 -0.73 -0.44 0.01 0.16
H -1.792624 -0.553324 0.915832 0.13 0.17 0.18 0.20
H -1.837825 1.128905 0.352144 0.07 -0.08 0.13 0.20
H 1.265718 1.025413 -1.421170 0.06 -0.16 0.07 0.20
H 1.080986 0.999510 0.432684 0.46 -0.02 -0.63 0.18
H 0.807936 -1.646246 -1.268036 0.26 0.32 0.12 0.21
H 0.948969 -1.393712 0.538253 -0.31 0.08 -0.05 0.19

***

11
Properties=species:S:1:pos:R:3:forces:R:3:nbo_charge:R:1 method="wB97M-V/def2-TZVPD" largest_force_ev_per_a=0.68 orbital_gap_ev=10.39 smiles="C=CCN"
C -0.026110 -1.291857 1.414584 0.17 0.32 -0.57 -0.40
C 0.377783 -0.560684 0.379899 -0.22 -0.07 0.27 -0.19
C -0.387125 0.641881 -0.136058 0.27 -0.21 0.06 -0.27
N -0.043387 1.054422 -1.488627 0.02 -0.15 -0.28 -0.84
H 0.582955 -2.121564 1.746406 -0.22 -0.04 0.22 0.20
H -0.964323 -1.040595 1.902770 0.14 -0.27 0.15 0.19
H 1.312033 -0.815512 -0.119548 -0.06 0.14 0.01 0.19
H -1.454796 0.426682 -0.103712 -0.10 -0.07 0.16 0.19
H -0.210489 1.465938 0.557629 -0.05 0.13 -0.11 0.20
H 0.354190 0.282771 -2.017737 -0.10 0.27 0.06 0.35
H 0.595291 1.832991 -1.515142 0.15 -0.05 0.04 0.36

***

11
Properties=species:S:1:pos:R:3:forces:R:3:nbo_charge:R:1 method="wB97M-V/def2-TZVPD" largest_force_ev_per_a=0.30 orbital_gap_ev=9.10
C 1.337555 0.413532 0.143638 0.04 -0.11 -0.13 -0.22
N 0.363006 -0.369321 -0.296700 0.01 0.08 0.21 -0.29
C -0.744441 -0.892501 0.257202 0.13 -0.19 -0.03 -0.18
C -0.882084 -0.102401 -0.992365 -0.09 0.17 -0.23 -0.25
H 0.023480 0.945238 1.444836 -0.11 -0.06 0.01 -0.06
H 1.707327 1.181467 -0.528905 -0.07 -0.10 0.10 0.20
H 2.012024 0.002437 0.889011 -0.13 0.06 -0.08 0.20
H -0.969784 -1.911427 0.539978 0.04 0.14 -0.01 0.22
H -0.609504 0.362551 1.428274 0.10 0.10 0.00 0.00
H -0.945470 -0.538581 -1.989217 -0.01 0.06 0.14 0.19
H -1.292113 0.909008 -0.895754 0.08 -0.15 0.02 0.19

***

11
Properties=species:S:1:pos:R:3:forces:R:3:nbo_charge:R:1 method="wB97M-V/def2-TZVPD" largest_force_ev_per_a=5.87 orbital_gap_ev=8.78 smiles="C=CNC"
C -0.036869 -1.532809 1.057289 -3.55 1.19 -1.49 -0.59
C -0.456792 -0.585155 0.080795 3.02 -2.62 4.30 0.03
N 0.453653 0.232868 -0.482930 2.08 -1.64 -0.76 -0.63
C 0.019589 1.594818 -0.634549 1.84 0.35 -1.61 -0.40
H 0.923482 -1.651284 1.606744 -0.75 0.26 -1.07 0.21
H -0.952891 -2.081799 1.415165 1.48 0.13 -0.03 0.20
H -1.468047 -0.293731 -0.067817 -0.88 -0.44 -0.23 0.18
H 1.438289 -0.221388 -0.383771 -2.19 2.28 -0.30 0.40
H 0.495680 2.044124 -1.542741 -0.13 -0.09 0.85 0.20
H 0.253504 2.198516 0.249212 -0.51 0.13 -0.14 0.19
H -1.021160 1.514355 -0.917497 -0.40 0.43 0.48 0.20

***

11
Properties=species:S:1:pos:R:3:forces:R:3:mulliken_charge:R:1 method="wB97M-V/def2-TZVPD" largest_force_ev_per_a=3.95 orbital_gap_ev="7.72 / 7.58"
C -1.185722 0.588027 0.302899 1.05 -0.18 -0.48 -0.26
C -1.684885 -0.773142 0.172590 -0.54 0.83 -1.40 -0.73
C 2.193242 -0.235017 0.274319 3.38 1.46 -1.43 -0.63
N 1.202614 -0.225487 -0.713249 -0.15 -0.07 0.17 -0.43
H 0.073722 0.497191 0.001958 -1.09 -0.17 0.03 0.35
H -1.569040 -0.977562 -0.919603 0.48 0.29 0.09 0.31
H -0.913787 -1.422457 0.583848 -0.59 -0.80 0.45 0.30
H -2.795868 -0.906763 0.234836 1.06 -0.21 0.99 0.30
H 3.350305 0.091445 -0.144872 -2.94 -0.99 0.42 0.24
H 2.405397 -1.161387 0.776823 -0.21 -0.85 0.12 0.28
H 2.091111 0.535717 1.001768 -0.44 0.70 1.04 0.29

***

11
Properties=species:S:1:pos:R:3:forces:R:3:nbo_charge:R:1 method="wB97M-V/def2-TZVPD" largest_force_ev_per_a=1.19 orbital_gap_ev=9.45 smiles="C=CNC"
C -0.795983 -1.766673 -0.411089 -0.36 -0.83 -0.41 -0.50
C -0.081698 -0.654994 -0.487899 0.73 -0.41 0.57 0.00
N 0.232554 0.141911 0.630896 -0.87 0.47 -0.66 -0.61
C 0.634956 1.515176 0.342297 0.60 0.31 -0.13 -0.42
H -1.323567 -2.126557 0.446596 -0.06 0.35 0.86 0.19
H -0.860838 -2.520633 -1.178559 0.12 0.43 -0.66 0.20
H 0.447499 -0.414231 -1.403852 0.03 0.12 0.07 0.19
H -0.549582 0.120817 1.266319 0.07 -0.08 0.31 0.37
H 0.239339 2.253277 1.038957 -0.15 -0.30 0.24 0.20
H 1.723806 1.590833 0.404407 -0.03 0.07 -0.09 0.19
H 0.333514 1.861075 -0.648078 -0.06 -0.14 -0.10 0.18

***

11
Properties=species:S:1:pos:R:3:forces:R:3:nbo_charge:R:1 method="wB97M-V/def2-TZVPD" largest_force_ev_per_a=0.78 orbital_gap_ev=9.50 smiles="C=C(C)N"
C -0.708030 1.005150 0.786663 -0.35 0.38 0.58 -0.51
C 0.034440 0.192636 0.049124 0.31 -0.10 -0.48 0.19
C 0.134011 -1.295813 0.236666 -0.53 0.22 0.26 -0.65
N 0.797489 0.647068 -1.042095 0.07 -0.20 0.28 -0.83
H -0.832399 2.057125 0.535775 0.13 -0.18 -0.01 0.19
H -1.225223 0.666885 1.679113 0.14 -0.08 -0.15 0.20
H -0.305504 -1.610427 1.181145 0.04 0.10 0.09 0.22
H 1.159194 -1.654774 0.185451 0.01 0.02 -0.15 0.22
H -0.483451 -1.753525 -0.537612 0.23 -0.26 -0.18 0.21
H 0.655317 0.103299 -1.879962 0.14 0.11 -0.09 0.37
H 0.774155 1.642376 -1.194267 -0.19 -0.01 -0.15 0.37

***

11
Properties=species:S:1:pos:R:3:forces:R:3:mulliken_spin:R:1 method="wB97M-V/def2-TZVPD" largest_force_ev_per_a=6.95 multiplicity=3 orbital_gap_ev="6.49 / 8.25"
C 2.037104 -0.127803 -0.049677 6.71 -1.75 -0.45 0.63
C -1.228021 -0.130114 -0.425838 -2.20 0.21 -0.16 0.01
C -0.152981 0.564236 0.352805 -0.61 0.28 -4.34 0.06
N 1.055112 0.439571 -0.561919 -6.08 1.48 2.19 1.10
H 2.845971 -0.337652 -0.760408 0.31 -0.34 0.80 0.08
H 1.893933 -0.607341 0.891005 0.11 -0.76 0.41 0.10
H -1.194683 0.099918 -1.467849 0.56 0.36 -0.82 0.00
H -0.993582 -1.208408 -0.380141 -0.89 0.32 0.22 0.01
H -2.301535 0.231681 -0.231993 1.37 -1.19 0.62 0.00
H -0.149014 0.147659 1.309348 1.51 -1.25 1.41 0.02
H -0.292277 1.563463 0.537658 -0.79 2.64 0.12 0.00

***

12
Properties=species:S:1:pos:R:3:forces:R:3:nbo_charge:R:1 method="wB97M-V/def2-TZVPD" total_charge=+1 largest_force_ev_per_a=5.49 orbital_gap_ev=9.81 smiles="[H]/N=C/C[NH+]=C"
H 2.159339 2.102016 -0.044620 0.29 0.38 0.68 0.40
N 1.392358 1.456914 -0.032616 0.06 -0.55 -1.59 -0.64
C 0.770100 1.082621 0.968716 -0.99 -0.22 1.93 0.15
C -0.334112 0.036255 0.671198 -3.19 0.98 -0.38 -0.31
N -0.281518 -0.523196 -0.728706 0.08 1.12 2.16 -0.39
C -1.044978 -1.433583 -1.203821 4.43 2.59 -1.95 0.14
H 0.919383 1.386071 2.096601 -0.34 -0.54 -2.20 0.22
H -0.201956 -0.828937 1.205866 0.64 -1.87 2.06 0.23
H -1.456690 0.310055 0.908295 2.34 0.12 -0.45 0.26
H 0.592746 -0.047627 -1.019590 -0.05 -0.24 -1.72 0.48
H -0.730376 -1.736530 -2.193597 -0.64 -0.52 -0.11 0.24
H -1.784296 -1.804058 -0.627727 -2.63 -1.25 1.56 0.22

***

Computed relative energy (zero: lowest compared OMol25 entry of this formula, charge and spin), in the same sequence as the records: 135.9; 107.9; 38.6; 27.5; 12.4; 113.5; 34.6; 201.5; 15.4; 0.4; 10.9; 38.9 kcal per mole.
Computed DFT total energy, in the same sequence as the records: -14849.506; -13367.531; -4712.483; -4712.966; -4713.619; -4709.236; -4712.657; -4705.420; -4713.490; -4714.140; -4708.445; -6195.827 eV.